47
Properties=species:S:1:pos:R:3 method="wB97M-V/def2-TZVPD" e_homo_ev=-3.7 de_lowest_kcal_mol=0.0 total_charge=-1 orbital_gap_ev=5.7421
C 2.977 -4.048 0.532
C 1.673 -3.322 0.154
C 1.513 -2.922 -1.316
Cl 2.208 -4.326 -2.298
B -0.061 -2.665 -1.786
Cl -0.122 -2.787 -3.755
C -1.071 -3.881 -1.291
C -2.102 -3.500 -0.259
O -3.133 -2.640 -0.811
C -4.310 -2.737 -0.220
O -5.247 -2.003 -0.490
N -0.546 -1.240 -1.467
C -0.065 -0.412 -0.659
C -0.464 -0.361 0.833
C 0.898 0.701 -1.065
H 2.839 -5.118 0.628
H 3.793 -3.794 -0.131
H 3.270 -3.698 1.524
H 1.708 -2.393 0.722
H 0.833 -3.900 0.528
H 2.188 -2.099 -1.523
H -1.624 -4.266 -2.144
H -0.514 -4.737 -0.906
H -1.685 -3.071 0.649
H -2.615 -4.414 0.056
H -4.455 -3.521 0.538
H -0.180 -1.284 1.329
H -1.552 -0.341 0.848
H -0.092 0.517 1.353
H 1.619 0.345 -1.791
H 1.359 1.171 -0.207
H 0.292 1.451 -1.563
C -0.681 5.952 0.639
C -0.713 5.060 1.888
C 0.120 3.810 1.579
S 1.348 4.311 0.364
O 1.084 3.613 -0.863
O 2.657 4.305 0.967
C 0.778 6.002 0.198
H -1.071 6.949 0.843
H -1.292 5.506 -0.149
H -0.273 5.598 2.730
H -1.731 4.791 2.166
H 0.633 3.427 2.457
H -0.482 3.022 1.130
H 0.914 6.328 -0.830
H 1.376 6.619 0.869